Molecular formula: C61H118F24N6O24S8
Method: DFT, ωB97M-V/def2-TZVPD

The geometry in XYZ format:
```
241
Properties=species:S:1:pos:R:3:forces:R:3
C 8.48929 -0.69703 2.19385 -1.24 -0.10 0.66
C 8.29516 -2.05098 1.48794 1.17 0.54 0.56
C 7.59927 -1.93269 0.14726 0.02 -1.75 -0.85
N 6.94529 -3.31432 -0.33920 -1.40 -0.22 -0.65
C 8.00500 -4.47179 -0.37333 -1.60 2.36 0.85
C 5.63419 -3.72205 0.37548 0.09 -1.49 0.97
C 4.40169 -2.99168 -0.17400 2.66 0.93 -0.11
C 5.01863 -2.43572 -1.51580 -2.26 -0.29 -0.54
C 6.32276 -3.13680 -1.76400 1.23 0.39 1.03
H 8.64322 -0.81950 3.26595 0.02 -0.47 0.14
H 7.52879 -0.18552 2.13150 0.44 0.70 -0.15
H 9.35191 -0.09721 1.90368 -0.44 0.04 -0.71
H 7.77369 -2.74268 2.14952 -0.12 0.03 0.00
H 9.33870 -2.35688 1.41333 -0.18 -0.95 -0.50
H 8.30930 -1.75217 -0.65981 0.06 0.23 0.08
H 6.87147 -1.12164 0.12265 -0.36 -0.43 0.01
H 8.75094 -4.11192 -1.08197 0.28 -0.29 0.38
H 7.55972 -5.41760 -0.68198 -0.18 0.31 0.05
H 8.25982 -4.44241 0.68605 0.90 -0.73 -0.36
H 5.46441 -4.77634 0.15696 0.45 -0.14 -0.56
H 5.70740 -3.79601 1.46050 0.46 0.80 0.13
H 3.58927 -3.71535 -0.24005 -0.19 0.37 -0.30
H 4.21246 -2.12838 0.46399 -0.60 -0.19 0.04
H 4.29217 -2.66625 -2.29505 0.27 -0.10 -0.36
H 4.99881 -1.34610 -1.53701 0.63 -0.01 0.17
H 6.21332 -4.13761 -2.18173 -0.20 -0.01 0.19
H 7.11612 -2.63508 -2.31801 -0.41 0.30 -0.33
C -7.84782 0.49421 -2.76403 0.69 1.11 0.82
C -8.48390 -0.70138 -2.14764 -1.79 -0.20 0.17
C -7.70407 -1.63054 -1.26946 0.62 -0.95 -0.44
N -8.51289 -2.85778 -0.82428 -1.97 1.27 0.42
C -7.61615 -3.53998 0.21749 -0.38 -0.82 -0.47
C -8.32200 -4.72430 0.95599 1.31 0.54 -1.30
C -9.56155 -4.18665 1.61631 -1.35 0.80 0.23
C -10.54372 -3.40505 0.64899 0.89 -0.66 0.23
C -9.85436 -2.32163 -0.12904 1.43 -0.33 -1.36
C -9.00152 -3.80706 -1.97997 1.60 -0.23 1.56
H -8.66521 0.95803 -3.31614 0.55 0.21 -0.66
H -6.88449 0.36622 -3.25770 -0.36 -0.40 -0.61
H -7.62089 1.20560 -1.96996 -0.01 0.13 0.24
H -9.05415 -1.19622 -2.93381 0.57 -0.80 -0.29
H -9.33749 -0.28785 -1.61056 0.14 0.14 0.63
H -7.26582 -1.21021 -0.36428 -0.76 0.51 0.15
H -6.80499 -1.98292 -1.77502 -0.15 -0.41 -0.47
H -7.29938 -2.77640 0.92791 -0.23 0.15 -0.09
H -6.77837 -3.76571 -0.44226 0.39 -0.76 0.67
H -7.66600 -5.16577 1.70624 0.34 0.36 0.10
H -8.34356 -5.54325 0.23700 -0.87 -0.15 -0.03
H -9.19421 -3.54981 2.42105 -0.13 0.50 -0.09
H -10.13198 -4.93290 2.16930 0.00 -0.32 -0.32
H -11.37343 -2.85210 1.08936 -0.03 -0.45 0.68
H -10.97020 -4.15805 -0.01375 -0.16 0.06 -0.16
H -9.66285 -1.43412 0.47408 0.70 -0.18 0.25
H -10.41124 -1.95608 -0.99181 -0.37 -0.25 0.16
H -9.42889 -4.66969 -1.46878 -0.41 0.32 -0.11
H -8.13198 -4.23879 -2.47557 0.25 0.51 -0.12
H -9.67531 -3.36016 -2.71099 0.14 0.33 0.51
C -4.56747 0.12459 0.82186 2.11 -1.43 0.33
C -3.29459 -0.94641 1.00327 -1.11 2.27 -2.44
C -2.40237 -0.79369 -0.34473 0.61 -0.76 1.42
N -0.91895 -1.20990 -0.06214 -0.02 -0.62 0.71
C -0.23963 -0.04833 0.76119 1.15 -0.38 -1.35
C 1.29062 -0.09840 0.74235 0.20 0.41 0.21
C 1.90663 -0.17608 -0.63171 -0.54 -2.13 0.28
C 1.34462 -1.49227 -1.24640 -0.04 2.10 -0.72
C -0.16786 -1.39458 -1.45786 -0.15 -0.82 2.04
C -0.85948 -2.56882 0.73360 0.40 0.52 -0.68
H -5.31110 0.09717 1.61833 0.20 -0.28 0.03
H -5.06247 -0.08947 -0.12539 0.00 0.01 -0.09
H -4.11426 1.11587 0.81370 -0.08 0.07 -0.08
H -3.68442 -1.96246 1.06478 0.21 0.05 0.02
H -2.68701 -0.69082 1.87138 -0.21 0.02 0.01
H -2.25956 0.18444 -0.80407 -0.42 0.59 0.79
H -2.77277 -1.35264 -1.20408 -0.03 -0.80 0.39
H -0.44625 0.86370 0.20118 -0.66 0.01 0.10
H -0.49011 0.08511 1.81359 -1.06 -0.67 -0.28
H 1.62848 0.85178 1.15602 -0.22 0.06 0.53
H 1.69498 -0.88571 1.37854 -0.14 -0.18 0.01
H 1.65450 0.70789 -1.21750 0.18 0.00 -0.25
H 2.97886 -0.32754 -0.50728 0.13 0.48 -0.30
H 1.80484 -1.61358 -2.22700 -0.07 -0.42 -0.06
H 1.58690 -2.34447 -0.61145 -0.03 -0.02 -0.21
H -0.57249 -0.59983 -2.08454 0.44 0.04 -0.10
H -0.42377 -2.38313 -1.83914 -0.79 0.14 0.00
H 0.13183 -2.99675 0.58431 -0.04 0.18 0.06
H -1.55022 -3.30747 0.32694 -0.20 0.45 -0.29
H -1.04029 -2.44659 1.80152 -0.04 0.48 -0.12
C 2.88502 -0.68260 3.98209 1.19 0.15 0.61
C 4.11671 0.27265 4.11721 -1.87 1.05 -0.20
C 4.09347 1.13061 5.41957 1.92 0.31 -1.09
N 5.18468 2.22605 5.43519 0.65 0.76 -1.28
C 6.58897 1.55169 5.27708 0.38 1.56 1.05
C 6.97938 0.71570 6.51796 -0.90 0.80 -0.04
C 6.80062 1.55169 7.77009 -0.85 1.75 1.10
C 5.45306 2.28065 7.96834 -1.86 -0.17 -0.84
C 4.98972 3.09419 6.71364 2.14 -2.39 0.23
C 5.08716 3.26291 4.29292 -0.35 -1.21 -0.02
H 3.18079 -1.49432 3.31745 -0.14 -0.13 0.11
H 2.07810 -0.14302 3.48628 -0.29 -0.27 0.67
H 2.66862 -1.08388 4.97217 -0.73 -0.20 -0.31
H 3.83695 0.95025 3.31054 1.04 0.28 -0.12
H 5.04429 -0.25503 3.89529 0.08 0.31 0.39
H 4.47214 0.55142 6.26173 -1.27 -0.16 0.24
H 3.23251 1.78632 5.54955 -0.66 -1.10 0.19
H 6.74644 1.18215 4.26379 -0.78 -0.60 0.20
H 7.26218 2.40728 5.22375 0.14 0.23 0.34
H 6.34266 -0.16488 6.60318 0.38 -0.32 -0.12
H 8.04143 0.48155 6.59104 -0.10 -0.47 -0.93
H 7.06117 0.99146 8.66806 -0.18 -0.16 -0.05
H 7.46076 2.41886 7.78886 0.80 -0.20 -0.39
H 4.61182 1.63762 8.22705 0.17 -0.54 0.00
H 5.40074 3.01954 8.76797 0.73 -0.07 0.23
H 3.93427 3.36244 6.76034 0.30 0.31 -0.11
H 5.72430 3.89587 6.63749 -0.55 0.41 -0.40
H 4.11752 3.76053 4.30972 0.06 0.09 0.47
H 5.13412 2.76747 3.32316 0.32 -0.03 0.40
H 5.93158 3.94250 4.40789 -0.25 -0.02 -0.08
C -6.39083 3.66975 0.42187 -0.95 1.63 -0.04
C -6.10071 3.77709 -1.04937 3.31 -0.79 -0.71
C -4.56391 4.11005 -1.19758 0.66 -1.12 -0.29
N -3.97901 4.45465 -2.61594 0.79 0.15 -0.99
C -2.42205 4.25033 -2.63106 -0.63 -0.08 0.35
C -1.94201 2.78630 -2.42956 0.07 0.31 -0.62
C -2.57808 1.84638 -3.45065 -0.35 0.45 -0.70
C -4.09524 2.07895 -3.53345 -0.14 0.14 -0.06
C -4.53312 3.56881 -3.73237 0.62 -1.40 0.99
C -4.27153 5.90509 -2.95944 -0.47 -0.81 1.36
H -6.01647 2.76384 0.89861 0.03 0.22 -0.09
H -7.47617 3.73295 0.50013 -0.02 -0.43 0.52
H -6.01156 4.59774 0.84974 0.10 -0.23 0.78
H -6.60755 4.53904 -1.64152 -0.75 -0.41 0.22
H -6.14563 2.73100 -1.35236 -0.74 0.30 -1.16
H -3.92367 3.26566 -0.94226 -0.52 -0.45 0.16
H -4.20467 4.81272 -0.44571 -0.09 0.79 -0.49
H -1.96683 5.01178 -1.99775 -0.30 -0.46 0.91
H -2.07525 4.62107 -3.59562 -0.45 -0.44 -0.55
H -2.00004 2.32987 -1.44143 -0.09 0.77 0.32
H -0.89624 2.86441 -2.72681 0.31 -0.11 0.50
H -2.36468 0.78807 -3.30052 -0.22 0.05 0.60
H -2.05749 2.01136 -4.39398 -0.35 0.33 -0.48
H -4.53748 1.63750 -2.64034 -0.12 0.30 0.28
H -4.55954 1.46430 -4.30463 0.15 0.15 -0.30
H -5.61981 3.65348 -3.72497 0.07 0.06 0.06
H -4.13391 3.95091 -4.67191 0.03 0.17 0.05
H -3.66776 6.42286 -3.70475 0.49 -0.71 0.09
H -4.13986 6.30409 -1.95368 -0.27 1.06 -0.47
H -5.30128 5.94890 -3.31415 -0.07 0.12 0.37
C 2.54840 4.37780 -1.03712 0.04 -0.59 -0.50
C 2.97017 3.68469 -2.38363 -0.78 1.89 0.17
C 4.29843 4.33652 -2.85270 -1.18 -1.77 0.26
N 4.83934 3.72488 -4.19440 -0.08 3.34 0.61
C 6.01135 4.72599 -4.43136 0.87 -0.43 -1.35
C 7.30951 4.45541 -3.65454 -0.67 -0.76 -0.08
C 7.68567 2.97530 -3.79763 0.14 0.87 0.90
C 6.55205 2.11353 -3.24995 -0.30 0.01 -1.12
C 5.22792 2.29470 -4.03771 0.30 -0.51 0.11
C 3.82826 3.88018 -5.41550 0.95 -0.15 1.41
H 3.42190 4.42673 -0.38695 -0.01 0.20 0.13
H 1.78967 3.81327 -0.49517 0.02 -0.23 -0.14
H 2.10172 5.36395 -1.16389 0.34 0.13 -0.19
H 2.24736 3.93371 -3.16057 -0.39 -0.09 0.08
H 2.87568 2.60752 -2.24623 0.91 -0.02 -0.15
H 4.96892 4.25304 -1.99738 0.84 -0.62 -0.53
H 4.26178 5.41742 -2.98840 -0.75 -0.16 -0.30
H 5.70660 5.76811 -4.33526 -0.65 -0.27 0.52
H 6.26698 4.70195 -5.49070 -0.03 -0.59 -0.21
H 7.18976 4.62130 -2.58391 -0.17 0.13 0.09
H 8.08587 5.15146 -3.97216 -0.10 -0.01 -0.31
H 8.58066 2.82247 -3.19453 -0.02 -0.20 0.16
H 7.95989 2.62088 -4.79125 -0.24 0.40 -0.34
H 6.32140 2.26347 -2.19523 0.63 -0.10 -0.03
H 6.99491 1.14079 -3.46382 -0.98 -0.60 0.57
H 4.36558 1.85131 -3.53982 0.26 -0.27 0.09
H 5.19946 1.83823 -5.02712 0.35 0.07 -0.04
H 3.54511 4.92618 -5.53310 0.44 0.06 0.11
H 2.90763 3.31332 -5.27699 0.45 -0.41 0.27
H 4.40201 3.48802 -6.25522 -0.29 0.14 -0.01
C -3.83492 -5.31228 2.38133 -0.20 -2.02 -0.20
F -3.23622 -4.93723 1.26073 0.47 0.03 -0.64
F -2.90299 -5.59261 3.29488 -0.05 -0.47 -0.28
F -4.51840 -4.29232 2.81415 -1.46 0.94 0.17
S -4.97818 -6.85007 2.03830 -1.30 -3.06 -0.72
O -5.58139 -6.69039 0.68067 1.55 0.65 1.54
O -4.11601 -8.05629 2.19609 -0.65 2.50 -0.46
O -6.05492 -6.84273 3.04144 0.94 1.04 -0.01
C 5.07134 1.58836 0.68357 1.49 0.40 0.14
F 4.08803 2.27698 1.29546 0.32 -0.66 -0.81
F 5.20866 0.38450 1.29718 -0.47 0.37 -0.61
F 4.77370 1.36900 -0.63644 0.15 0.44 1.70
S 6.77361 2.53424 0.91897 1.06 0.87 0.10
O 6.43688 3.92505 0.62035 -0.53 -0.89 0.53
O 7.26507 2.25361 2.28316 -1.59 0.29 -0.76
O 7.68132 1.96951 -0.05089 -0.42 -0.81 -0.68
C 0.69997 -5.91091 -3.60399 0.38 -0.59 1.81
F 1.46667 -5.08591 -4.23249 2.94 1.21 -1.31
F -0.44824 -5.30188 -3.67879 -2.49 -0.37 0.48
F 0.69895 -7.07375 -4.26886 -0.36 -0.20 -0.04
S 1.28307 -6.17892 -1.81257 -2.16 1.29 2.23
O 0.40854 -7.17291 -1.24266 -1.09 0.56 -0.47
O 2.59122 -6.70721 -1.86586 3.36 -0.26 -1.22
O 1.22800 -4.82089 -1.18484 -0.13 -1.25 -1.32
C 1.16370 -1.11829 -5.29679 3.29 -1.75 -0.51
F 0.69184 -1.05568 -6.51745 -0.60 1.02 -0.89
F 0.55490 -0.25785 -4.49747 -0.45 -0.45 0.26
F 1.02533 -2.43625 -4.98536 -0.27 1.30 1.08
S 3.10306 -0.69119 -5.30094 0.62 -0.83 -1.10
O 3.55499 -0.94325 -3.92101 -0.60 0.33 -0.86
O 3.80488 -1.49381 -6.33287 -1.52 0.65 1.66
O 3.06484 0.72134 -5.68973 -0.21 0.28 0.51
C -7.41973 0.89431 4.06775 1.15 -0.69 1.09
F -8.00658 1.28309 5.16992 -2.40 -0.42 1.39
F -6.41837 1.75234 4.05309 1.33 0.51 -2.04
F -6.85816 -0.33964 4.33083 -1.06 0.94 -1.05
S -8.60784 0.98465 2.59750 -2.60 0.08 -4.05
O -7.88974 0.50577 1.40109 1.27 0.80 1.06
O -9.70942 0.02389 2.76157 0.71 0.78 1.82
O -9.07235 2.39811 2.44465 1.48 -2.12 1.38
C -2.65687 -2.64287 5.46061 1.33 -2.02 -0.86
F -3.35728 -1.54665 5.49541 -1.29 0.37 0.61
F -2.90003 -3.52137 6.50497 0.18 1.87 -1.02
F -3.01342 -3.35756 4.33496 0.98 1.65 1.80
S -0.82697 -2.05912 5.39782 4.31 -2.06 -1.37
O -0.61818 -1.44708 4.03271 -1.37 -0.61 2.23
O -0.45184 -1.20566 6.52329 -1.73 0.61 -0.48
O -0.04087 -3.31706 5.54150 -1.71 0.99 -0.61
C -2.97569 -2.09055 -5.04572 -3.45 1.30 3.25
F -2.02619 -1.36547 -4.43039 1.01 -0.48 -0.64
F -3.42175 -1.40341 -6.07451 -0.29 1.10 -0.88
F -2.66564 -3.24528 -5.47147 1.76 -1.96 -0.40
S -4.32762 -2.28919 -3.61706 -1.58 -5.40 -0.18
O -4.59846 -0.99443 -3.07218 0.20 2.12 0.23
O -5.58271 -2.88860 -4.28720 3.51 1.48 1.37
O -3.63545 -3.20880 -2.62723 -1.30 2.20 -2.61
C 0.11085 3.09828 2.94552 -2.26 0.94 -1.79
F 0.50184 4.13755 3.70116 0.10 -0.83 0.80
F 1.04700 3.04415 1.95453 -0.13 -0.70 0.53
F 0.02577 1.91493 3.58730 0.82 1.44 -0.22
S -1.66051 3.54731 2.10255 -0.39 1.20 -0.05
O -2.21865 2.24289 1.87445 0.13 -0.73 -0.11
O -2.43403 4.37300 3.04163 1.57 -0.72 -0.70
O -1.30275 4.24418 0.84324 0.24 -0.40 1.10
```
Positions in Å, forces in eV/Å.

The LUMO energy comes out at 1.998 eV. The total charge is -2. Its spin multiplicity is 1. The highest occupied orbital energy is -3.5 eV.

Results of the Mulliken charge analysis, in e, for atoms 1 through 8:
1. C -1.01
2. C -0.74
3. C 0.30
4. N 0.40
5. C -1.00
6. C -1.46
7. C 1.28
8. C 0.05